(1)
Here is a structure of composition C27H42CsGeN2O5PS from OMol25. Energies are from wB97M-V/def2-TZVPD.

The gap between HOMO and LUMO comes out at 4.6094 eV. The calculation puts the HOMO energy at -0.82 eV. The charge is -2. Its energy above the lowest of the compared OMol25 structures with the same formula, charge and spin is 4.5 kcal/mol.

Geometry as XYZ:
```
80
C27H42CsGeN2O5PS wB97M-V/def2-TZVPD
Cs 0.17 -1.15 0.19
C -4.11 -1.46 3.34
N -3.93 -1.23 1.92
C -4.24 -2.35 1.04
C -3.12 -0.25 1.44
O -2.77 -0.20 0.27
C -2.55 0.76 2.42
O -1.31 0.18 2.80
C -0.36 1.15 3.21
C 0.98 0.45 3.33
O 1.12 -0.74 3.11
N 2.02 1.25 3.67
C 3.34 0.72 3.39
C 1.84 2.69 3.86
H -4.79 -2.30 3.47
H -4.56 -0.59 3.83
H -3.17 -1.70 3.84
H -5.32 -2.56 1.07
H -3.69 -3.25 1.34
H -3.94 -2.10 0.03
H -3.16 0.93 3.31
H -2.41 1.71 1.89
H -0.66 1.60 4.17
H -0.28 1.94 2.46
H 3.39 0.41 2.34
H 3.56 -0.14 4.02
H 4.08 1.50 3.56
H 1.22 2.89 4.73
H 1.41 3.17 2.99
H 2.82 3.14 4.03
O 1.35 1.21 0.66
C 1.56 2.15 -0.16
O 1.54 2.06 -1.40
C 1.94 3.48 0.45
C 3.30 3.76 0.57
C 3.76 4.93 1.17
C 2.82 5.85 1.64
C 1.47 5.58 1.51
C 0.97 4.40 0.93
S -0.75 4.08 0.92
H 4.01 3.04 0.19
H 4.82 5.13 1.26
H 3.15 6.77 2.10
H 0.74 6.29 1.89
C -0.72 -1.38 -4.54
P 0.12 -0.28 -3.31
C 1.66 0.10 -4.24
C -0.82 1.27 -3.54
C -1.02 1.84 -4.80
C -1.70 3.04 -4.94
C -2.17 3.70 -3.80
C -1.97 3.15 -2.55
C -1.30 1.94 -2.42
H -0.80 -0.95 -5.54
H -1.73 -1.61 -4.18
H -0.17 -2.32 -4.60
H 1.49 0.31 -5.30
H 2.36 -0.74 -4.15
H 2.10 0.97 -3.75
H -0.64 1.34 -5.68
H -1.85 3.48 -5.92
H -2.68 4.65 -3.90
H -2.27 3.68 -1.65
H -1.11 1.55 -1.43
C 0.92 -4.60 -2.48
Ge 0.44 -5.30 -0.68
C 0.58 -7.31 -0.92
C 1.99 -4.90 0.48
C -1.15 -4.53 -0.04
H 1.89 -4.96 -2.81
H 0.93 -3.51 -2.45
H 0.17 -4.91 -3.21
H 1.53 -7.66 -1.34
H -0.23 -7.63 -1.58
H 0.43 -7.78 0.05
H 2.85 -5.53 0.24
H 1.73 -5.08 1.53
H 2.29 -3.85 0.39
H -1.42 -4.82 0.98
H -2.00 -4.61 -0.72
```

=====

(2)
Here is a cluster of 2 separate species, C2H3NO2 in total from OMol25. Energies are from wB97M-V/def2-TZVPD.

The gap between HOMO and LUMO (spin up / spin down) comes out at 8.0923 / 9.8085 eV. The calculation puts the HOMO energy (spin up / spin down) at -7.19 / -10.12 eV. The spin multiplicity is 3. The charge is 0. As for the expectation value of S²: 2.01. Its energy above the lowest of the compared OMol25 structures with the same formula, charge and spin is 121.2 kcal/mol.

Geometry as XYZ:
```
8
C2H3NO2 wB97M-V/def2-TZVPD
C 1.26 -1.59 -0.53
C -0.74 0.57 -0.21
N -0.45 1.13 1.06
O 1.65 -2.08 0.47
O -0.20 1.78 -0.18
H 1.54 -1.49 -1.69
H -1.70 0.18 -0.53
H -1.36 1.49 1.61
```

=====

(3)
Here is a cluster of 10 separate species, C19H48Cl2N5O9 in total from OMol25. Energies are from wB97M-V/def2-TZVPD.

The gap between HOMO and LUMO comes out at 8.1572 eV. The calculation puts the HOMO energy at -11.43 eV. The charge is +1.

Geometry as XYZ:
```
83
C19H48Cl2N5O9 wB97M-V/def2-TZVPD
C 2.18 0.05 -0.45
C 2.91 1.39 -0.47
Cl 4.26 1.39 0.69
C 1.98 2.57 -0.15
Cl 2.80 4.10 -0.57
N 1.57 2.58 1.23
C 0.36 2.27 1.67
N 0.03 2.28 2.98
C -1.25 1.93 3.00
N -1.75 1.71 1.79
C -3.06 1.32 1.39
C -3.63 0.17 1.92
C -4.93 -0.12 1.53
N -5.64 0.63 0.69
C -5.07 1.72 0.19
C -3.77 2.12 0.50
N -0.70 1.92 0.92
H 2.70 -0.67 -1.09
H 1.16 0.16 -0.83
H 2.16 -0.37 0.55
H 3.34 1.58 -1.45
H 1.10 2.51 -0.79
H 2.27 2.80 1.93
H -1.86 1.84 3.89
H -3.09 -0.48 2.59
H -5.42 -1.01 1.92
H -5.67 2.33 -0.48
H -3.37 3.04 0.10
H -0.81 1.77 -0.08
C -8.33 -3.06 1.86
O -7.47 -2.65 0.80
H -8.49 -4.13 1.75
H -7.89 -2.87 2.84
H -9.31 -2.57 1.80
H -7.36 -1.69 0.87
C 4.94 -0.42 -2.91
O 4.74 -1.59 -2.13
H 3.95 -0.01 -3.10
H 5.53 0.33 -2.36
H 5.41 -0.62 -3.87
H 5.58 -1.99 -1.90
C -11.68 -5.04 0.99
O -11.91 -3.86 1.76
H -11.13 -5.73 1.62
H -12.61 -5.51 0.67
H -11.07 -4.82 0.10
H -12.40 -3.24 1.20
C 8.56 1.23 1.56
O 7.93 0.84 0.35
H 9.56 0.79 1.55
H 8.65 2.32 1.64
H 8.02 0.85 2.44
H 7.05 1.22 0.33
C 2.15 -4.29 -0.85
O 3.15 -3.41 -0.33
H 1.58 -4.64 0.01
H 1.48 -3.77 -1.53
H 2.58 -5.15 -1.36
H 3.67 -3.07 -1.08
C 5.44 6.15 1.84
O 5.16 4.75 1.85
H 6.45 6.27 2.20
H 5.38 6.56 0.82
H 4.76 6.71 2.49
H 4.26 4.62 1.53
C 0.84 1.96 -3.20
O -0.28 1.51 -2.43
H 1.59 1.17 -3.18
H 0.54 2.13 -4.24
H 1.26 2.88 -2.79
H -0.97 2.18 -2.52
C -3.42 1.67 -3.98
O -2.54 2.77 -3.72
H -3.70 1.25 -3.02
H -4.31 2.00 -4.50
H -2.92 0.89 -4.56
H -2.27 3.13 -4.57
C 5.52 -5.87 1.31
O 5.01 -5.85 -0.01
H 6.10 -6.78 1.41
H 6.17 -5.01 1.52
H 4.72 -5.89 2.06
H 4.49 -5.04 -0.12
```

=====

Ordered calculated total energy results: -4376.37619 -282.95783 -2623.70547; unit hartree.